(1)
Entry from OMol25: 7 unconnected molecules or ions with the total composition C28H65BN2O6 at a distorted geometry (ωB97M-V/def2-TZVPD).

```
! RIJCOSX wB97M-V def2-TZVPD def2/J DEFGRID3
* xyz 0 1
C -2.201 -0.093 0.057
C -1.069 0.360 -0.943
C 0.374 -0.145 -0.584
C 0.482 -1.700 -0.389
C 1.884 -2.148 0.237
B 0.165 -2.531 -1.748
N 0.738 -2.057 -2.992
C -0.733 -3.841 -1.580
C -0.198 -5.162 -1.247
C -0.970 -6.366 -1.082
N -2.320 -6.354 -1.192
C -2.851 -5.156 -1.465
C -2.202 -3.851 -1.701
H -2.181 0.575 0.949
H -2.172 -1.167 0.347
H -3.204 0.064 -0.427
H -1.025 1.483 -0.911
H -1.311 0.025 -1.980
H 0.728 0.361 0.354
H 1.031 0.114 -1.461
H -0.292 -2.013 0.364
H 2.510 -1.237 0.395
H 2.344 -2.877 -0.472
H 1.739 -2.643 1.231
H 0.957 -2.809 -3.646
H 1.623 -1.597 -2.748
H 0.906 -5.243 -1.108
H -0.445 -7.313 -0.856
H -3.968 -5.137 -1.522
H -2.760 -2.920 -1.948
C -3.543 -7.104 -5.512
C -3.239 -5.730 -6.091
C -1.809 -5.650 -6.603
O -3.443 -4.737 -5.090
H -2.887 -7.322 -4.664
H -4.568 -7.144 -5.139
H -3.413 -7.887 -6.263
H -3.933 -5.514 -6.906
H -1.096 -5.820 -5.790
H -1.601 -4.657 -7.005
H -1.627 -6.390 -7.386
H -2.844 -4.904 -4.350
C -2.500 4.290 1.302
C -1.179 3.538 1.233
C -0.404 3.659 2.536
O -0.392 4.057 0.160
H -2.331 5.357 1.475
H -3.040 4.203 0.357
H -3.133 3.903 2.103
H -1.367 2.487 1.015
H -0.164 4.704 2.751
H 0.545 3.124 2.468
H -0.973 3.253 3.374
H -0.219 4.989 0.343
C 1.820 2.866 7.595
C 0.700 3.173 6.613
C -0.542 2.349 6.916
O 1.142 2.898 5.284
H 2.113 1.813 7.534
H 2.709 3.457 7.360
H 1.517 3.085 8.621
H 0.455 4.237 6.656
H -0.328 1.279 6.832
H -1.334 2.572 6.197
H -0.915 2.552 7.921
H 1.362 1.960 5.233
C -3.475 0.962 -4.013
C -4.017 -0.403 -3.635
C -4.875 -0.989 -4.746
O -4.789 -0.292 -2.443
H -4.287 1.673 -4.191
H -2.871 1.370 -3.200
H -2.859 0.906 -4.913
H -3.186 -1.080 -3.418
H -5.739 -0.347 -4.947
H -5.265 -1.966 -4.454
H -4.302 -1.103 -5.668
H -5.528 0.304 -2.617
C 4.567 0.731 -5.767
C 3.997 -0.624 -5.378
C 3.115 -1.190 -6.480
O 3.236 -0.494 -4.177
H 3.765 1.455 -5.938
H 5.189 1.130 -4.963
H 5.171 0.660 -6.674
H 4.814 -1.318 -5.168
H 2.265 -0.531 -6.675
H 2.705 -2.158 -6.184
H 3.676 -1.318 -7.408
H 2.510 0.118 -4.350
C 5.315 6.999 9.839
C 4.542 5.766 9.399
C 5.204 4.491 9.900
O 4.465 5.735 7.975
H 6.331 6.986 9.433
H 4.836 7.906 9.464
H 5.376 7.061 10.927
H 3.518 5.821 9.775
H 6.216 4.394 9.496
H 4.644 3.614 9.568
H 5.261 4.477 10.990
H 5.364 5.686 7.628
*
```

Values from the calculation:
* HOMO level: -9.2 eV
* max |F|: 3.313 eV/A
* SMILES: CCC[C@H](C)B(N)c1ccncc1.CC(C)O.CC(C)O.CC(C)O.CC(C)O.CC(C)O.CC(C)O
* orbital gap: 9.74 eV

=====

(2)
Entry from OMol25: 6 unconnected molecules or ions with the total composition C28H65BN8O2 at a distorted geometry (ωB97M-V/def2-TZVPD).

```
! RIJCOSX wB97M-V def2-TZVPD def2/J DEFGRID3
* xyz 4 1
B -0.379 0.011 0.894
H -0.873 -0.127 1.843
H -0.652 0.974 0.491
H 0.695 0.026 0.999
H -0.605 -0.765 0.179
C -6.032 2.934 1.288
C -5.285 2.309 0.131
N -5.062 0.884 0.307
C -6.088 -0.076 0.279
C -5.537 -1.259 0.700
N -4.181 -0.991 0.948
C -3.855 0.310 0.652
C -3.149 -1.906 1.463
H -5.780 2.488 2.250
H -7.082 2.703 1.110
H -5.857 3.990 1.492
H -4.278 2.707 0.258
H -5.457 2.533 -0.922
H -7.060 0.371 0.133
H -5.903 -2.246 0.942
H -2.922 0.809 0.869
H -3.591 -2.902 1.425
H -2.838 -1.780 2.500
H -2.210 -1.917 0.910
C -1.275 1.692 -2.318
C -1.670 0.094 -2.359
N -1.453 -0.617 -3.625
C -1.196 -1.988 -3.715
C -0.944 -2.230 -5.036
N -1.016 -1.076 -5.800
C -1.270 -0.110 -4.880
C -0.740 -1.004 -7.175
H -0.221 1.842 -2.553
H -1.481 2.064 -1.314
H -1.799 2.361 -3.000
H -2.652 -0.155 -1.958
H -0.965 -0.405 -1.694
H -1.056 -2.544 -2.800
H -0.689 -3.143 -5.552
H -1.251 0.968 -4.939
H -1.642 -1.198 -7.756
H -0.005 -1.753 -7.469
H -0.367 -0.023 -7.469
C 1.014 4.601 2.035
C 1.392 3.178 1.887
N 1.069 2.349 3.068
C 1.732 2.272 4.258
C 1.112 1.444 5.174
N -0.151 1.145 4.665
C -0.142 1.671 3.291
C -1.222 0.407 5.238
H 1.129 5.134 1.091
H 1.634 5.036 2.818
H -0.011 4.725 2.384
H 2.477 3.217 1.792
H 0.844 2.741 1.052
H 2.733 2.675 4.219
H 1.575 0.977 6.031
H -0.968 1.570 2.603
H -1.710 0.970 6.033
H -0.752 -0.452 5.717
H -1.938 0.231 4.435
C 2.121 -4.969 0.329
N 1.294 -4.284 1.484
C -0.121 -3.968 0.915
C 1.267 -5.236 2.688
C 2.134 -2.956 1.672
C 1.801 -2.100 2.862
O 0.457 -1.684 2.923
H 3.097 -5.154 0.777
H 2.061 -4.396 -0.596
H 1.658 -5.934 0.122
H 0.129 -3.295 0.096
H -0.629 -3.553 1.786
H -0.594 -4.860 0.504
H 0.754 -4.621 3.427
H 2.280 -5.409 3.049
H 0.662 -6.111 2.450
H 2.044 -2.407 0.734
H 3.148 -3.187 1.997
H 2.314 -1.138 2.850
H 2.190 -2.492 3.801
H 0.298 -0.958 2.316
C 2.620 2.523 -2.760
N 3.978 1.899 -2.452
C 4.689 1.840 -3.883
C 4.769 2.855 -1.491
C 3.935 0.440 -1.849
C 3.093 0.329 -0.650
O 1.735 0.225 -1.106
H 2.746 3.534 -3.147
H 2.245 2.576 -1.738
H 2.050 1.808 -3.353
H 5.622 1.314 -3.682
H 4.750 2.880 -4.205
H 4.153 1.237 -4.616
H 5.641 2.204 -1.428
H 4.248 2.921 -0.535
H 5.050 3.814 -1.926
H 4.971 0.143 -1.683
H 3.678 -0.111 -2.754
H 3.212 1.189 0.010
H 3.183 -0.556 -0.020
H 1.122 -0.094 -0.440
*
```

Values from the calculation:
* HOMO level: -18.3 eV
* max |F|: 6.810 eV/A
* relative energy (zero: lowest compared OMol25 entry of this formula, charge and spin): 5.513 eV
* orbital gap: 9.81 eV

=====

Among the records above, which one has the lowest max |F|?
C28H65BN2O6

=====

What is the max |F| in the first record?
3.313 eV/A

=====

Among the records above, which one has the lowest orbital gap?
C28H65BN2O6